A 4-piece molecular cluster, C14H35BrO5S3 overall. Source: the Open Molecules 2025 dataset; level of theory: ωB97M-V/def2-TZVPD.

Gap between HOMO and LUMO = 9.1 eV
Highest occupied orbital energy = -8.5 eV
Spin multiplicity = 1
LUMO level = 0.5817 eV

Last column: Löwdin charge in e.
Positions of all 58 atoms, in Å:
1 C -0.228052 -1.175304 -0.316292  -0.105
2 C -1.669765 -1.720727 -0.355414  -0.179
3 C -2.620952 -1.105033 -1.388540  -0.314
4 C -2.003068 -0.916265 -2.770610  -0.036
5 C -3.342384 0.137914 -0.873235  -0.361
6 O -4.304574 0.578803 -1.828613  -0.155
7 C -5.511784 -0.139762 -1.804834  -0.099
8 C -2.406475 1.322594 -0.619269  -0.619
9 Br -3.310730 2.480305 0.746421  0.711
10 O -2.171496 2.103138 -1.717664  -0.178
11 C -0.813366 2.404098 -2.001859  -0.071
12 H 0.467496 -1.999719 -0.242780  0.050
13 H 0.060757 -0.597831 -1.190955  0.062
14 H -0.047317 -0.563298 0.562902  0.044
15 H -1.613888 -2.784574 -0.572027  0.108
16 H -2.081224 -1.648557 0.649508  0.094
17 H -3.415599 -1.836604 -1.544153  0.134
18 H -2.779395 -0.650389 -3.476780  0.085
19 H -1.542973 -1.864261 -3.041100  0.090
20 H -1.212235 -0.178900 -2.781251  0.049
21 H -3.860417 -0.063145 0.063854  0.107
22 H -5.587403 -0.820309 -0.956415  0.090
23 H -5.636976 -0.752641 -2.700500  0.086
24 H -6.368929 0.530959 -1.756389  0.087
25 H -1.510414 0.981887 -0.115643  0.081
26 H -0.544889 1.960670 -2.958178  0.085
27 H -0.671926 3.477747 -2.093535  0.089
28 H -0.118476 2.044685 -1.245159  0.090
29 C -5.454082 0.740669 3.303455  -0.280
30 S -3.816284 0.169789 3.773945  0.782
31 O -3.382154 -0.807752 2.738234  -0.561
32 C -4.356062 -0.788845 5.197982  -0.273
33 H -5.351689 1.329169 2.395291  -0.010
34 H -6.100546 -0.117711 3.117279  0.059
35 H -5.863485 1.362628 4.100011  0.055
36 H -5.078529 -1.541173 4.881474  0.057
37 H -4.799054 -0.119653 5.935700  0.051
38 H -3.480956 -1.275053 5.623766  0.048
39 C 3.495920 -0.897843 3.190022  -0.271
40 S 2.616001 -0.728529 1.630573  0.802
41 O 2.450113 -2.109051 1.098355  -0.545
42 C 3.970979 0.020592 0.721105  -0.289
43 H 2.832339 -1.390449 3.897797  0.048
44 H 4.389435 -1.503770 3.040333  0.056
45 H 3.761958 0.090320 3.565960  0.050
46 H 4.835264 -0.639474 0.736394  0.053
47 H 4.219231 0.982523 1.168779  0.057
48 H 3.648767 0.171263 -0.303784  0.038
49 C 8.176880 1.921789 -1.856916  -0.272
50 S 6.658061 1.149567 -2.429135  0.827
51 O 5.897930 0.735701 -1.217110  -0.559
52 C 7.433165 -0.331704 -3.089129  -0.269
53 H 7.911427 2.854906 -1.364660  0.049
54 H 8.679673 1.262778 -1.149133  0.058
55 H 8.821584 2.130405 -2.710554  0.053
56 H 7.985547 -0.838961 -2.298297  0.059
57 H 8.099990 -0.056185 -3.906070  0.053
58 H 6.645034 -0.981439 -3.463168  0.051

Cartesian forces, eV/Å:
-0.2 -0.2 0.1
0.4 0.1 -0.1
-0.1 0.0 0.2
0.1 -0.3 0.5
-0.2 0.5 -0.7
0.0 0.1 0.3
-0.3 -0.3 -0.1
-0.5 0.0 0.1
0.1 0.2 0.2
0.4 -0.4 -0.1
0.1 0.2 -0.2
0.2 -0.1 0.0
-0.1 0.1 -0.1
-0.1 0.2 0.1
0.0 -0.2 -0.1
-0.3 0.0 0.0
-0.2 -0.1 0.2
0.0 0.1 -0.2
0.0 -0.1 -0.3
0.0 0.3 -0.1
0.2 -0.3 0.2
0.1 0.0 0.2
0.1 0.0 -0.1
0.1 0.3 0.0
0.2 0.1 0.1
0.0 -0.1 -0.1
-0.2 0.2 0.1
-0.1 -0.2 0.2
-0.1 0.0 0.0
0.0 0.1 -0.1
-0.1 0.0 0.0
-0.1 -0.1 0.0
0.1 0.0 0.0
0.1 0.0 0.0
0.0 0.0 0.0
0.0 0.0 0.0
0.0 0.0 0.0
0.0 0.0 0.0
0.0 0.1 0.1
0.2 -0.1 0.0
0.1 0.0 0.0
-0.1 0.0 0.2
0.0 0.0 0.0
0.0 0.0 -0.1
0.0 0.0 0.0
0.0 0.0 0.0
0.0 0.0 0.0
0.0 0.0 0.0
0.1 0.0 0.0
0.0 0.0 0.0
0.2 0.1 -0.1
0.1 -0.1 0.0
-0.1 0.0 0.0
0.0 0.0 0.0
0.0 0.0 0.0
0.0 0.0 0.0
0.0 0.0 0.0
0.0 0.0 0.0

A 3-piece molecular cluster, C4H14NO2 overall. Source: the Open Molecules 2025 dataset; level of theory: ωB97M-V/def2-TZVPD.

Charge = +1
Gap between HOMO and LUMO = 12.1 eV
Highest occupied orbital energy = -15.1 eV
Spin multiplicity = 1
ΔE to the lowest compared entry with this formula, charge and spin = 2.305 eV
LUMO level = -3.0694 eV

Last column: Löwdin charge in e.
Positions of all 21 atoms, in Å:
1 C -0.022980 -1.859225 -1.333920  -0.209
2 N 0.372639 -0.894880 -0.313499  0.020
3 C -0.467820 0.368189 -0.806741  -0.086
4 C -1.749615 -0.199338 -1.329317  -0.207
5 C -1.542022 -1.708335 -1.559534  -0.156
6 H 0.567497 -1.735289 -2.393700  0.189
7 H 0.152144 -2.920017 -1.074678  0.128
8 H 1.512377 -0.658662 -0.174517  0.259
9 H 0.181543 -1.335648 0.648194  0.188
10 H -0.009046 1.003052 -1.548981  0.125
11 H -0.649460 1.088219 0.113212  0.159
12 H -2.719695 0.007506 -0.759326  0.147
13 H -2.123540 0.203826 -2.212951  0.088
14 H -1.833809 -1.853159 -2.651272  0.142
15 H -2.085185 -2.381331 -0.805713  0.141
16 H 1.224838 4.037774 2.026703  0.015
17 H 2.074572 3.075171 2.796243  0.078
18 O 1.442700 3.140840 2.044266  -0.040
19 H 1.550763 0.115544 2.985603  0.034
20 H 0.804730 1.125403 2.245230  0.060
21 O 1.237103 0.219664 2.102924  -0.073

Cartesian forces, eV/Å:
1.0 -2.6 -4.0
2.9 1.3 0.7
-0.8 1.7 3.9
-2.7 -1.0 1.8
-0.1 0.0 -0.1
-1.2 0.2 2.8
0.4 0.7 0.3
-3.9 -0.7 -0.8
-0.3 1.7 -1.4
1.1 -0.6 -0.2
0.6 -1.7 -1.7
1.7 -0.4 0.3
0.5 1.1 -2.0
0.4 -0.7 1.7
0.5 1.0 -1.4
-0.7 2.3 -0.2
-0.5 0.0 -0.8
1.2 -2.4 1.0
0.7 -0.8 1.1
0.8 -1.4 -0.9
-1.5 2.1 -0.3

C20H54F6NO13S2V as an isolated structure. Source: the Open Molecules 2025 dataset; level of theory: ωB97M-V/def2-TZVPD.

Charge = +1
Gap between HOMO and LUMO (spin up / spin down) = 7.2 / 7.3 eV
⟨S²⟩ = 3.75
Highest occupied orbital energy (spin up / spin down) = -11.2 / -11.2 eV
Spin multiplicity = 4
ΔE to the lowest compared entry with this formula, charge and spin = 0.000 eV
LUMO level (spin up / spin down) = -4.0032 / -3.9000 eV

Last column: Löwdin charge in e.
Positions of all 97 atoms, in Å:
1 V 10.749598 -14.755077 -6.522987  1.095
2 C 8.013212 -17.056293 -4.035877  -0.698
3 F 8.694021 -16.511292 -3.082224  0.154
4 F 8.909110 -17.854391 -4.554660  0.140
5 F 6.953600 -17.665149 -3.527916  0.183
6 S 7.523834 -15.616693 -5.231036  0.754
7 O 6.109892 -15.818292 -5.651273  -0.271
8 O 7.702274 -14.360649 -4.472719  -0.322
9 N 8.769847 -15.661463 -6.444977  -0.360
10 S 8.284573 -16.882087 -7.319126  0.588
11 O 9.450398 -17.464507 -7.934193  -0.292
12 O 7.360607 -17.860278 -6.740718  -0.269
13 C 7.279392 -16.043853 -8.791041  -0.630
14 F 7.162979 -16.947425 -9.797949  0.133
15 F 6.095949 -15.662155 -8.420252  0.180
16 F 7.911921 -14.966605 -9.242362  0.121
17 C 8.274054 -20.971421 -3.069779  -0.083
18 C 7.262964 -22.015836 -2.456525  -0.265
19 O 7.707950 -22.607716 -1.187290  -0.093
20 H 7.764954 -20.430311 -3.867356  0.061
21 H 9.223218 -21.439598 -3.330507  0.069
22 H 8.489493 -20.256610 -2.275586  0.045
23 H 7.321354 -22.782792 -3.228840  0.095
24 H 6.224585 -21.695086 -2.372934  0.110
25 H 8.461386 -23.161887 -1.403680  0.070
26 C 7.511251 -12.226871 -6.698791  -0.061
27 C 8.922388 -11.726200 -7.050033  -0.204
28 O 9.846228 -12.700566 -6.528451  -0.166
29 H 7.244495 -12.197515 -5.642350  0.074
30 H 7.326442 -13.270296 -6.954175  0.051
31 H 6.755166 -11.584189 -7.149779  0.090
32 H 9.033421 -10.725267 -6.633018  0.129
33 H 9.067478 -11.742420 -8.130212  0.119
34 H 10.160747 -12.341231 -5.695652  0.091
35 C 12.167129 -15.154595 -10.652536  -0.070
36 C 11.023868 -15.621274 -9.775600  -0.260
37 O 10.878715 -14.572924 -8.816472  -0.149
38 H 13.099012 -15.128554 -10.087721  0.081
39 H 12.069869 -14.148154 -11.059625  0.090
40 H 12.362126 -15.942640 -11.379900  0.095
41 H 11.299475 -16.544465 -9.265827  0.105
42 H 10.183473 -15.600304 -10.469432  0.126
43 H 11.033710 -13.738873 -9.265847  0.103
44 C 7.042375 -18.393004 -0.224243  -0.070
45 C 7.405579 -18.151813 1.246598  -0.242
46 O 7.795153 -16.755257 1.494869  -0.106
47 H 6.915723 -19.462257 -0.393852  0.072
48 H 7.941395 -18.186797 -0.805040  0.059
49 H 6.223659 -17.810712 -0.647023  0.066
50 H 8.324205 -18.721419 1.387247  0.105
51 H 6.739318 -18.495121 2.038010  0.117
52 H 8.275815 -16.867292 2.318281  0.086
53 C 7.231999 -13.868191 -0.717572  -0.077
54 C 6.041190 -14.820982 -0.787008  -0.334
55 O 5.738320 -15.181791 0.491373  -0.068
56 H 8.147834 -14.320049 -0.336588  0.060
57 H 7.054927 -12.885477 -0.280517  0.080
58 H 7.580551 -13.494428 -1.680346  0.043
59 H 6.274968 -15.762260 -1.284457  0.081
60 H 5.209422 -14.353433 -1.313939  0.122
61 H 6.562404 -15.470727 0.890102  0.035
62 C 6.226675 -13.589112 -11.913092  -0.091
63 C 6.056586 -13.920884 -13.354296  -0.388
64 O 4.747680 -13.979931 -13.778830  -0.030
65 H 7.217762 -13.916819 -11.599316  0.056
66 H 5.482684 -14.021710 -11.244176  0.080
67 H 6.171234 -12.515284 -11.734426  0.075
68 H 6.726068 -14.729882 -13.646547  0.107
69 H 6.596036 -13.155191 -13.911806  0.108
70 H 4.821701 -13.736461 -14.704486  0.092
71 C 11.340826 -14.573029 -1.847317  -0.058
72 C 11.609681 -14.024856 -3.247341  -0.290
73 O 10.454164 -14.276765 -4.005095  -0.131
74 H 10.980858 -15.594090 -1.973692  0.072
75 H 10.486115 -14.197920 -1.284418  0.076
76 H 12.267981 -14.626404 -1.276680  0.089
77 H 12.437921 -14.631411 -3.613693  0.113
78 H 11.909709 -12.980346 -3.163184  0.122
79 H 9.779343 -13.740996 -3.581821  0.087
80 C 7.995700 -20.791926 -8.199894  -0.083
81 C 7.183060 -21.975595 -8.894958  -0.246
82 O 5.759267 -21.612145 -8.950817  -0.091
83 H 7.464667 -20.533692 -7.283695  0.050
84 H 8.127051 -19.834621 -8.704275  0.047
85 H 8.996548 -21.109208 -7.907111  0.058
86 H 7.263248 -22.933543 -8.381138  0.100
87 H 7.710240 -22.124027 -9.837380  0.097
88 H 5.351690 -22.006568 -8.176276  0.071
89 C 11.772900 -19.073551 -5.808317  -0.061
90 C 12.353211 -17.880789 -6.549213  -0.256
91 O 11.677212 -16.824020 -5.896455  -0.160
92 H 12.324912 -19.917481 -6.222028  0.091
93 H 10.732316 -19.345627 -5.985087  0.080
94 H 11.886502 -18.970540 -4.729166  0.090
95 H 12.123067 -17.957258 -7.611898  0.115
96 H 13.414790 -17.796577 -6.316724  0.128
97 H 11.935199 -17.079590 -5.007780  0.091

Cartesian forces, eV/Å:
-1.5 -0.3 0.2
-0.2 0.4 -0.2
0.3 1.8 2.3
-0.1 -1.6 -1.5
0.4 0.1 -0.8
-3.3 2.9 1.4
3.8 0.3 0.5
0.7 -2.2 -1.0
-2.2 0.2 2.3
-1.2 -3.5 -3.3
0.4 0.6 -0.3
1.4 2.0 -0.4
0.5 -1.4 0.0
0.4 0.7 1.0
-0.8 -0.1 0.4
0.7 0.1 -0.1
-1.3 0.0 2.0
1.9 -0.8 -0.6
-0.6 1.1 -1.2
0.3 -0.2 -0.3
-0.2 -0.1 -0.4
0.1 0.3 0.0
-0.7 -0.5 0.1
0.3 0.3 0.3
0.1 -0.1 0.1
-0.4 0.4 0.1
-2.2 -1.1 -0.4
1.6 -0.1 0.6
0.6 0.2 0.2
0.2 0.2 -0.5
0.0 -0.1 -0.4
0.7 -0.2 0.0
0.0 0.3 0.1
0.0 -0.1 0.3
1.3 -1.2 0.4
1.3 1.3 -1.7
-0.6 -0.1 2.4
0.1 0.1 0.3
-0.5 -0.2 -0.4
-0.2 0.5 -0.6
-0.7 0.1 -0.2
-0.6 -0.8 0.8
-0.1 0.2 0.1
0.4 0.0 0.4
0.9 0.3 -0.6
-0.3 -1.2 -0.1
-0.5 0.0 0.2
0.1 0.4 -0.1
-0.1 -0.1 0.4
0.1 -0.3 0.1
-0.6 0.2 -0.4
0.1 0.7 0.2
0.8 0.8 -1.6
1.3 0.5 -0.8
-1.5 0.0 1.8
-0.2 -0.2 0.6
-0.4 -0.4 0.9
-0.2 -0.4 -0.8
0.4 0.2 -1.0
-0.2 0.0 0.3
0.1 -0.4 0.5
0.0 0.3 1.0
2.2 0.8 -0.4
-0.6 -0.2 -0.5
0.0 0.0 0.2
0.0 -0.4 -0.2
-0.1 0.1 -0.1
-0.7 -1.2 0.2
-0.1 0.8 -0.1
-0.7 -0.1 -0.2
0.0 -1.1 0.0
0.6 -0.7 2.3
0.5 0.4 -1.9
0.4 -0.4 -0.2
0.3 1.0 0.0
-0.2 0.3 0.3
0.0 0.2 -0.5
-0.1 0.2 -0.6
-1.0 -0.3 -0.3
-0.8 -1.1 0.7
0.2 2.0 0.8
1.6 -0.4 -0.7
0.0 0.0 0.2
-0.4 -0.4 -0.7
0.1 -0.3 0.0
0.3 0.2 0.4
-1.1 0.0 -0.6
0.0 0.0 0.0
0.7 -1.5 -1.2
-0.9 -1.7 0.4
-0.1 2.8 -0.4
0.2 -0.5 0.7
-0.1 0.7 -0.3
0.4 -0.2 0.1
0.1 0.5 0.1
0.1 0.0 -0.5
-0.7 0.9 0.7

- Among the records above, which one has the highest spin multiplicity?
  C20H54F6NO13S2V